# 1
14
Properties=species:S:1:pos:R:3:forces:R:3 method="wB97M-V/def2-TZVPD" lumo_ev=3.117 total_charge=-1 relative_energy_kcal_mol=11.0
O 0.321 2.211 1.530 0.70 0.81 0.22
C 0.798 1.798 0.470 -2.40 -2.00 -0.72
O 1.673 2.116 -0.329 0.50 0.50 0.19
C -0.046 0.354 0.018 2.05 0.91 1.04
C 1.092 -0.656 0.214 -1.86 -0.72 -0.37
S 0.466 -2.390 -0.290 1.09 0.60 0.14
H -0.485 0.402 -0.976 0.42 -0.03 -0.18
H -0.793 0.203 0.786 -0.26 -0.05 0.05
H 1.285 -0.757 1.279 0.30 0.22 -0.10
H 1.945 -0.325 -0.360 0.26 -0.33 -0.15
H 1.647 -3.046 -0.109 -0.49 0.14 -0.10
H -2.531 0.606 -0.209 0.51 0.12 0.16
H -2.364 -0.529 -1.242 0.27 0.12 0.22
O -3.007 0.012 -0.781 -1.09 -0.28 -0.42

# 2
14
Properties=species:S:1:pos:R:3:forces:R:3 method="wB97M-V/def2-TZVPD" lumo_ev=3.807 total_charge=-1 relative_energy_kcal_mol=14.8
O -0.069 -1.640 0.437 -0.08 0.82 -0.16
C -0.889 -1.179 -0.408 0.25 -2.37 -1.04
O -1.654 -1.887 -1.108 -0.12 0.52 0.31
C -0.937 0.292 -0.687 -1.66 1.62 0.05
C 0.221 1.179 -0.299 0.05 -0.53 -1.40
O 0.986 1.525 -1.478 0.70 -0.14 -0.11
H -1.873 0.650 -0.236 0.19 -0.09 0.99
H -1.310 0.567 -1.683 0.89 -0.66 -0.42
H -0.135 2.175 -0.054 0.09 -0.12 1.12
H 0.847 0.578 0.384 -0.23 0.90 0.25
H 1.598 0.808 -1.674 -0.17 -0.06 0.01
H 0.925 -0.269 2.245 -0.32 0.30 -0.27
H 1.026 -1.731 1.934 -0.17 0.80 0.35
O 1.265 -1.070 2.627 0.61 -0.99 0.33

# 3
15
Properties=species:S:1:pos:R:3:forces:R:3 method="wB97M-V/def2-TZVPD" lumo_ev=0.225 relative_energy_kcal_mol=62.9
O -2.978 0.323 -0.604 0.11 -0.51 -1.51
C -1.713 -0.143 -0.610 3.29 -1.45 2.47
C -0.647 0.205 0.214 -1.54 0.75 -1.11
O -0.576 1.277 1.156 -0.97 -0.51 -1.12
C 0.727 -0.428 0.098 0.63 1.44 1.21
O 1.300 -0.743 1.389 -2.57 0.26 2.21
O 0.673 -1.547 -0.648 -1.04 -0.85 -0.93
P 2.071 0.865 -0.240 -0.58 0.52 -0.07
H -3.189 0.764 0.194 -0.22 0.76 1.33
H -1.512 -1.153 -1.065 -0.63 1.47 -0.20
H -1.201 1.998 0.928 0.52 -0.71 0.07
H 0.598 -0.493 2.095 1.87 -0.70 -1.58
H 1.539 -1.842 -0.902 0.65 -0.05 -0.06
H 3.030 -0.128 -0.391 0.48 -0.39 -0.13
H 1.877 1.045 -1.613 0.00 -0.03 -0.59

# 4
16
Properties=species:S:1:pos:R:3:forces:R:3 method="wB97M-V/def2-TZVPD" lumo_ev="3.254 / 3.253" total_charge=-1 relative_energy_kcal_mol=44.9
C -0.634 -1.257 -0.382 0.15 -1.40 1.60
C 0.660 -0.831 1.778 0.43 -1.51 1.12
C 0.572 -0.588 0.268 2.29 -0.97 -0.76
O -1.991 1.834 -2.259 -0.81 0.75 0.64
O 0.032 1.611 -3.427 0.67 0.95 0.70
O -0.536 1.710 1.147 -1.03 -0.33 0.02
O 1.676 1.724 0.167 -0.87 -0.17 -0.72
S -0.637 2.328 -2.339 -0.02 -1.99 -1.16
S 0.261 1.224 0.010 2.87 1.17 0.56
H -0.814 -2.390 -0.252 1.01 1.48 -0.54
H -1.348 -0.875 0.344 -1.22 0.34 -0.82
H -0.698 -0.899 -1.399 -0.70 -0.15 -0.23
H -0.206 -1.447 2.059 -0.24 0.38 0.03
H 0.565 0.128 2.318 0.33 -0.49 -0.04
H 1.491 -1.519 2.233 -0.83 1.65 -1.31
H 1.605 -0.754 -0.265 -2.02 0.30 0.89

# 5
20
Properties=species:S:1:pos:R:3:forces:R:3 method="wB97M-V/def2-TZVPD" lumo_ev=5.715 total_charge=-2 relative_energy_kcal_mol=23.7
C -1.017 1.574 0.301 1.22 0.43 -2.31
C 0.927 -1.935 -0.840 3.57 -2.26 1.62
C 1.579 0.358 0.987 -2.26 0.13 -0.01
O -2.689 -0.957 1.307 0.11 1.04 -0.36
O -3.638 1.041 -0.124 -0.33 0.40 0.71
O -2.479 -0.876 -1.214 1.03 -0.79 -1.54
O 1.262 1.689 -1.266 -0.82 -0.37 -0.66
O 1.033 2.873 0.824 -0.05 0.92 0.70
O 2.703 -1.949 1.163 -0.36 0.11 0.28
O 3.320 -0.542 -0.743 -1.00 -0.23 0.28
P -2.828 -0.191 0.027 -2.78 -1.57 1.38
S 0.779 1.650 0.096 2.10 0.81 0.14
S 2.265 -0.960 0.187 0.14 -1.03 -1.94
H -1.328 0.713 -0.254 0.67 -0.71 0.00
H -1.158 1.711 1.310 -0.53 -0.74 2.40
H -1.646 2.339 -0.144 0.82 0.55 -0.52
H 0.494 -2.783 -0.196 0.95 1.29 -0.95
H 0.162 -1.376 -1.201 -2.24 2.08 -0.88
H 1.552 -2.282 -1.709 -0.68 -0.07 0.90
H 0.710 -0.098 1.488 0.42 0.00 0.76

# 6
12
Properties=species:S:1:pos:R:3:forces:R:3 method="wB97M-V/def2-TZVPD" lumo_ev=0.771 relative_energy_kcal_mol=17.9 smiles="CP1(=O)CC1"
C 0.298 0.776 1.611 -2.21 -2.50 -3.22
P -1.000 0.469 0.067 0.40 -1.30 0.17
O -2.371 1.069 0.159 1.26 -0.24 0.18
C -0.669 -1.266 -0.612 0.46 1.64 2.23
C -0.198 0.003 -1.486 -1.41 -1.41 0.85
H -0.185 0.079 2.265 -0.01 -0.27 0.76
H 1.287 0.440 1.356 0.33 0.17 -0.15
H 0.157 1.748 1.910 0.04 2.25 0.70
H -1.572 -1.754 -0.924 -0.22 -0.14 -0.27
H 0.007 -1.913 0.044 -0.61 1.00 -1.50
H 0.831 0.099 -1.426 1.96 0.36 -0.31
H -0.613 0.009 -2.500 0.01 0.43 0.56

# 7
12
Properties=species:S:1:pos:R:3:forces:R:3 method="wB97M-V/def2-TZVPD" lumo_ev=1.017 relative_energy_kcal_mol=41.3 smiles=C#C.CPO
C -3.049 -0.335 -0.146 0.32 0.34 0.10
C -2.371 0.644 -0.241 -0.27 -0.21 -0.16
H -3.635 -1.198 -0.037 -0.34 -0.50 0.06
H -1.817 1.521 -0.419 0.21 0.42 -0.10
C 1.597 -1.035 0.002 -0.21 0.38 -0.15
P 1.223 0.660 -0.667 0.14 -0.67 0.21
O 0.736 1.385 0.733 -0.22 0.35 0.46
H 2.018 -0.948 1.004 0.04 -0.02 -0.06
H 0.677 -1.618 0.049 0.01 -0.01 -0.02
H 2.298 -1.545 -0.654 0.10 -0.11 -0.09
H 2.532 1.135 -0.501 0.29 0.07 -0.24
H -0.211 1.334 0.876 -0.08 -0.05 -0.01

# 8
12
Properties=species:S:1:pos:R:3:forces:R:3 method="wB97M-V/def2-TZVPD" lumo_ev=3.993 total_charge=-1 relative_energy_kcal_mol=25.3
O 2.815 -0.762 1.126 0.70 -0.09 0.79
C 2.274 -0.848 0.062 -1.02 -0.13 -0.31
H 1.980 -1.821 -0.376 0.23 -0.04 -0.11
H 1.895 0.019 -0.479 0.08 0.27 -0.42
C -0.858 0.934 0.523 -1.01 -0.03 0.58
C -1.405 -0.077 -0.473 0.01 0.16 -0.50
S -0.509 -0.103 -2.068 0.00 0.03 0.07
H -0.007 0.546 1.084 0.36 0.38 -0.32
H -0.707 1.880 0.002 0.57 -0.09 0.11
H -1.633 1.148 1.286 0.16 -0.11 -0.03
H -1.382 -1.083 -0.075 0.00 -0.30 0.41
H -2.462 0.166 -0.612 -0.07 -0.04 -0.26